Record 1
ORCA calculation (ωB97M-V/def2-TZVPD) on C23H30CaF6NO22S2 as an isolated structure.

CARTESIAN COORDINATES (ANGSTROEM)
Ca: -0.434 0.113 0.911
C: -4.474 1.383 -0.628
F: -3.905 1.108 -1.801
F: -5.438 2.265 -0.738
F: -4.963 0.231 -0.160
S: -3.223 1.983 0.664
O: -3.434 3.365 0.946
O: -3.370 1.093 1.769
N: -1.704 1.736 -0.031
S: -1.498 2.559 -1.401
O: -0.928 1.720 -2.421
O: -2.567 3.430 -1.771
C: -0.102 3.680 -0.915
F: 0.825 2.995 -0.208
F: 0.479 4.157 -2.013
F: -0.547 4.679 -0.158
C: 5.258 1.008 0.588
C: 5.017 2.288 1.382
O: 3.576 2.321 1.469
C: 3.084 1.102 1.217
O: 1.934 0.809 1.304
O: 4.055 0.259 0.821
H: 6.084 0.411 0.970
H: 5.405 1.173 -0.478
H: 5.332 3.174 0.838
H: 5.407 2.302 2.397
C: -2.617 -2.579 -3.348
C: -3.766 -3.066 -2.494
O: -3.434 -2.430 -1.227
C: -2.122 -2.169 -1.225
O: -1.555 -1.639 -0.318
O: -1.550 -2.545 -2.384
H: -2.798 -1.576 -3.740
H: -2.332 -3.246 -4.158
H: -3.702 -4.136 -2.293
H: -4.742 -2.773 -2.860
C: -4.308 -3.689 1.876
C: -3.377 -4.530 2.794
O: -2.284 -3.649 3.032
C: -2.563 -2.412 2.555
O: -1.823 -1.488 2.632
O: -3.820 -2.354 2.084
H: -5.359 -3.749 2.130
H: -4.128 -3.899 0.821
H: -3.073 -5.428 2.269
H: -3.879 -4.670 3.748
C: 1.165 0.040 -5.758
C: 1.886 -0.151 -4.450
C: 2.495 1.118 -3.864
O: 2.325 0.906 -2.437
C: 1.326 0.041 -2.254
O: 0.798 -0.171 -1.205
O: 0.935 -0.526 -3.406
H: 0.303 0.694 -5.652
H: 0.839 -0.925 -6.149
H: 1.848 0.438 -6.510
H: 2.591 -0.983 -4.446
H: 2.000 2.048 -4.126
H: 3.568 1.135 -4.041
C: 4.450 -4.226 0.326
C: 3.343 -3.337 -0.208
C: 2.118 -4.129 -0.675
O: 1.021 -3.469 -0.018
C: 1.483 -2.644 0.919
O: 0.805 -1.938 1.604
O: 2.830 -2.599 0.911
H: 4.044 -4.923 1.057
H: 5.240 -3.597 0.734
H: 4.928 -4.852 -0.434
H: 3.703 -2.662 -0.985
H: 2.153 -5.160 -0.316
H: 1.910 -4.136 -1.741
C: 0.398 5.474 3.463
C: -0.133 4.355 4.331
C: -1.643 4.184 4.466
O: -1.922 2.968 3.788
C: -0.801 2.387 3.411
O: -0.777 1.355 2.794
O: 0.280 3.087 3.744
H: 1.486 5.437 3.447
H: 0.123 6.426 3.926
H: 0.010 5.437 2.447
H: 0.370 4.420 5.296
H: -2.200 5.020 4.045
H: -1.931 4.141 5.517

## Properties
Strongest force on any atom, eV/A: 2.7
Net charge: +1
E_tot, eV: -127287.0729
Frontier orbital gap, eV: 10.396

Löwdin atomic charge list, values in e, 8 entries:
1. Ca 1.4770
2. C -0.6584
3. F 0.1217
4. F 0.1829
5. F 0.1343
6. S 0.6419
7. O -0.2567
8. O -0.2608


Record 2
ORCA calculation (ωB97M-V/def2-TZVPD) on a single C3H7N3O molecule.

CARTESIAN COORDINATES (ANGSTROEM)
C: -1.526 1.066 -0.910
N: -0.939 0.682 0.370
C: 0.190 -0.129 0.300
O: 0.363 -1.021 -0.825
N: 1.640 0.268 0.191
C: 1.465 -1.198 0.113
N: 0.557 -1.202 1.286
H: -1.805 0.161 -1.450
H: -0.864 1.662 -1.550
H: -2.437 1.629 -0.705
H: -0.754 1.479 0.968
H: 1.982 0.494 1.130
H: 2.247 -1.923 -0.100
H: -0.119 -1.967 1.181

## Properties
Strongest force on any atom, eV/A: 0.7
E_tot, eV: -9738.9870
Frontier orbital gap, eV: 10.607

Löwdin atomic charge list, values in e, 8 entries:
1. C -0.0944
2. N 0.0095
3. C -0.5738
4. O -0.0052
5. N 0.1263
6. C -0.3077
7. N 0.1238
8. H 0.0814


Record 3
ORCA calculation (ωB97M-V/def2-TZVPD) on a single C5H2ClN molecule.

CARTESIAN COORDINATES (ANGSTROEM)
C: 0.359 0.953 -0.014
C: 0.988 2.091 0.030
C: -1.011 0.476 -0.023
C: -0.965 -0.872 0.015
C: 1.137 -0.364 0.011
N: 0.330 -1.348 0.033
Cl: 2.803 -0.486 -0.026
H: -1.864 1.124 -0.051
H: -1.778 -1.574 0.027

## Properties
Strongest force on any atom, eV/A: 1.3
E_tot, eV: -19225.0317
Frontier orbital gap, eV: 8.179

Löwdin atomic charge list, values in e, 8 entries:
1. C -0.3756
2. C 0.3106
3. C -0.0570
4. C -0.1202
5. C -0.7809
6. N 0.0580
7. Cl 0.7539
8. H 0.1021


Highest occupied orbital energy? In order: -12.21, -9.56, -9.55 eV.
Relative energy (zero: lowest compared OMol25 entry of this formula, charge and spin)? In order: 0.00, 390.41, 197.93 kJ/mol.
E_LUMO? In order: -1.8, 1.1, -1.4 eV.